A cluster of 2 separate species, CH2N6O3 in total at a distorted geometry. Source: the OMol25 dataset; level of theory: wB97M-V/def2-TZVPD.

```
! RIJCOSX wB97M-V def2-TZVPD def2/J DEFGRID3
* xyz 0 1
C -0.0321 -0.2096 0.7678
N 1.3576 -0.6791 0.9440
N -0.0434 0.9702 1.4393
N 1.9301 0.1341 1.6576
N 1.0253 1.2178 2.0329
N -1.1043 -0.8830 0.3871
N -0.0247 0.4022 -1.8721
O -0.7548 -0.5555 -1.8890
O -0.1293 1.3166 -2.6565
O 0.8889 0.4754 -1.0149
H -2.0209 -0.4197 0.3093
H -1.0922 -1.7693 -0.1055
*
```

Results
Energy: -593.2767 Eh
Frontier orbital gap (alpha / beta): 7.02 / 7.02 eV
Energy above the lowest of the compared OMol25 structures with the same formula, charge and spin: 0.5169 eV